An isolated molecule of C7H10N2O2S. Source: OMol25; level of theory: wB97M-V/def2-TZVPD.

Calculated values
Frontier orbital gap: 9.122 eV
HOMO energy: -8.673 eV
SMILES string: C[C@@H](O)[C@H]1SCc2[nH][nH]c(=O)c21

Last column: Löwdin charge in e.
Positions of all 22 atoms, in Å:
C (-1.5172, -0.3237, -2.7169)  -0.046
C (-1.3910, -0.1916, -1.1289)  -0.464
O (-2.1120, -1.1930, -0.6022)  -0.005
C (0.1751, -0.3324, -0.8031)  -0.470
S (1.1978, 1.0143, -1.4854)  0.935
C (1.6247, 1.8077, 0.0907)  -0.361
C (1.1190, 0.8295, 1.1236)  -0.264
N (1.3528, 0.7741, 2.4813)  0.079
N (0.5971, -0.3545, 2.9289)  0.093
C (0.0719, -1.0540, 1.8885)  -0.408
O (-0.6492, -2.0549, 2.0609)  0.013
C (0.4214, -0.2256, 0.6755)  -0.130
H (-0.5794, -0.4138, -3.2749)  0.055
H (-2.1599, 0.5275, -3.1032)  0.088
H (-2.1135, -1.2455, -2.7693)  0.074
H (-1.7206, 0.7700, -0.7827)  0.133
H (-1.4547, -1.8570, -0.3918)  0.086
H (0.5014, -1.4187, -1.0403)  0.158
H (1.0950, 2.6921, -0.0018)  0.038
H (2.6959, 2.1114, 0.1687)  0.099
H (2.2391, 0.9283, 2.8073)  0.112
H (0.6063, -0.7904, 3.8752)  0.186

An isolated molecule of C5H4F2S. Source: OMol25; level of theory: wB97M-V/def2-TZVPD.

Calculated values
Frontier orbital gap: 9.261 eV
HOMO energy: -8.741 eV
SMILES string: C=C1SC=CC1(F)F

Last column: Löwdin charge in e.
Positions of all 12 atoms, in Å:
C (-1.0251, -1.3012, -1.3258)  0.049
C (-0.7074, -0.3785, -0.4133)  -0.518
S (-1.6523, 0.8479, 0.4336)  0.973
C (-0.2245, 1.5853, 1.1118)  -0.399
C (0.8985, 0.9185, 0.9047)  -0.077
C (0.7334, -0.2843, -0.0173)  -0.581
F (1.5619, -0.1686, -1.0938)  0.085
F (1.1730, -1.4087, 0.6188)  0.081
H (-2.0219, -1.3658, -1.7737)  0.073
H (-0.2454, -2.0793, -1.4998)  0.098
H (-0.3661, 2.5230, 1.6862)  0.090
H (1.8759, 1.1117, 1.3687)  0.127

A cluster of 2 separate species, C4H10NS in total. Source: OMol25; level of theory: wB97M-V/def2-TZVPD.

Calculated values
Net charge: +1
Frontier orbital gap: 7.834 eV
HOMO energy: -12.314 eV

Last column: Löwdin charge in e.
Positions of all 16 atoms, in Å:
C (-1.3724, -0.3648, -0.9929)  0.011
C (1.2730, -1.5738, 0.0812)  -0.392
C (0.7067, 1.0287, 0.4420)  -0.487
C (0.1160, 2.2675, 1.0611)  -0.122
N (-1.0003, -1.5689, -0.8743)  0.069
S (0.8121, -0.4195, 1.2083)  1.005
H (-1.9816, -0.0228, -0.1856)  0.101
H (-1.5345, 0.0224, -1.9900)  0.121
H (1.3586, -2.6006, 0.4457)  0.031
H (2.1183, -1.2113, -0.5488)  0.052
H (1.3988, 1.1986, -0.3993)  0.096
H (0.7201, 3.1835, 1.1313)  0.104
H (-0.3181, 1.9619, 1.9930)  0.067
H (-0.7337, 2.3431, 0.4182)  0.065
H (-0.9152, -2.1291, -0.0746)  0.090
H (-0.6479, -2.1151, -1.7154)  0.189

An isolated molecule of C2H6N6. Source: OMol25; level of theory: wB97M-V/def2-TZVPD.

Calculated values
Multiplicity: 3
Frontier orbital gap (spin up / spin down): 5.388 / 6.361 eV
HOMO energy (spin up / spin down): -4.569 / -8.472 eV
<S²>: 2.01

Last column: Löwdin charge in e.
Positions of all 14 atoms, in Å:
C (0.8468, -0.7707, -0.2067)  -0.383
C (-0.1394, 0.1819, 0.0042)  -0.214
N (1.9624, -0.1748, -0.6845)  0.010
N (0.3871, 1.4021, -0.3502)  0.015
N (1.5976, 1.0576, -0.8068)  -0.102
N (0.8376, -2.0914, 0.1850)  0.149
N (-2.3654, 1.1471, 0.5754)  -0.015
N (-1.6325, 0.0407, 0.2441)  -0.061
H (2.3323, 1.6859, -1.0405)  0.135
H (1.7827, -2.3425, -0.0401)  0.075
H (0.1927, -2.8984, -0.1787)  0.166
H (-2.0816, 1.7722, -0.1269)  0.044
H (-2.0670, 1.6073, 1.4508)  0.094
H (-1.6531, -0.6171, 0.9747)  0.087

The ion C7H7O3 with charge -1. Source: OMol25; level of theory: wB97M-V/def2-TZVPD.

Calculated values
Net charge: -1
Frontier orbital gap: 6.106 eV
HOMO energy: -2.587 eV
SMILES string: C/C(O)=C\C=C(\[O-])C=C=O

Last column: Löwdin charge in e.
Positions of all 17 atoms, in Å:
C (-0.8794, 0.0347, 1.0233)  -0.067
C (-0.9170, -0.4543, -0.3487)  -0.406
O (-1.9893, -1.3149, -0.6331)  0.010
C (0.1316, -0.1485, -1.2000)  -0.116
C (1.1387, 0.9023, -1.0512)  -0.149
C (2.2430, 0.9248, -0.2363)  -0.532
O (3.1002, 1.8174, -0.1142)  -0.100
C (2.4188, -0.4589, 0.5346)  -0.036
C (2.2422, -1.6668, 0.1655)  -0.252
O (2.1285, -2.7268, -0.3502)  0.094
H (-1.8709, 0.4477, 1.3041)  0.076
H (-0.1179, 0.7966, 1.0791)  0.056
H (-0.5228, -0.9341, 1.6755)  0.137
H (-1.7404, -1.8020, -1.3583)  0.033
H (0.0499, -0.5979, -2.2282)  0.102
H (1.1829, 1.6878, -1.7816)  0.074
H (2.7549, -0.4310, 1.5114)  0.077

An isolated molecule of CClFN2O3. Source: OMol25; level of theory: wB97M-V/def2-TZVPD.

Calculated values
Frontier orbital gap: 9.456 eV
HOMO energy: -9.747 eV
SMILES string: O=[N+]([O-])/[N+]([O-])=C(\F)Cl

Last column: Löwdin charge in e.
Positions of all 8 atoms, in Å:
O (1.9745, 0.4591, -0.8867)  0.182
N (1.4115, 0.0120, 0.0319)  -0.309
O (1.6850, -0.6405, 0.9589)  0.173
N (-0.2266, 0.5695, 0.0750)  -0.163
O (-0.3574, 1.7795, 0.2117)  0.004
C (-1.0900, -0.3619, -0.0731)  -0.741
F (-0.6146, -1.6009, -0.2631)  0.049
Cl (-2.7823, -0.2168, -0.0546)  0.804

Energy relative to the best compared isomer or geometry (same formula, charge and spin) / eV: 2.5359 0.1339 4.0308 0.0493 3.8125 0.5133
F_max / Eh/bohr: 0.0954 0.0398 0.0926 0.0981 0.0664 0.0402